Entry 1:
This record from OMol25 describes a molecular structure, C49H63N5O10P3Rb. The level of theory is ωB97M-V with the def2-TZVPD basis set.

The geometry in XYZ format:
```
131
Properties=species:S:1:pos:R:3:mulliken_charge:R:1
Rb -0.464 0.198 0.559 0.652
O -2.534 3.136 0.351 -0.508
N -1.223 3.577 0.510 0.326
C -1.025 4.665 -0.107 -1.294
C 0.272 5.375 -0.042 0.501
C 0.182 6.757 0.115 -0.641
C 1.312 7.545 0.261 -0.688
C 2.560 6.946 0.236 -0.890
C 2.663 5.576 0.037 -0.514
C 1.537 4.769 -0.118 -0.057
P 1.731 2.982 -0.512 1.867
C 1.627 3.013 -2.334 0.164
C 1.732 4.162 -3.117 -0.261
C 1.666 4.080 -4.502 -0.685
C 1.507 2.848 -5.120 -0.684
C 1.399 1.698 -4.352 -0.788
C 1.447 1.783 -2.969 -0.280
C 3.507 2.718 -0.218 0.167
C 3.895 2.609 1.119 -0.625
C 5.219 2.360 1.442 -0.637
C 6.162 2.200 0.435 -0.679
C 5.782 2.303 -0.894 -0.866
C 4.459 2.572 -1.223 -0.491
H -2.587 2.425 1.018 0.423
H -1.858 5.143 -0.625 0.418
H -0.802 7.213 0.145 0.482
H 1.215 8.615 0.397 0.384
H 3.461 7.536 0.352 0.440
H 3.647 5.128 -0.010 0.413
H 1.868 5.128 -2.647 0.409
H 1.743 4.982 -5.097 0.413
H 1.458 2.786 -6.201 0.366
H 1.255 0.733 -4.823 0.456
H 1.317 0.885 -2.375 0.490
H 3.150 2.735 1.900 0.893
H 5.508 2.275 2.484 0.437
H 7.195 1.991 0.686 0.364
H 6.516 2.172 -1.679 0.378
H 4.161 2.654 -2.261 0.455
O -1.745 -3.124 1.116 -0.696
H -1.784 -2.470 1.833 0.303
H -2.502 -2.903 0.548 0.166
O 0.258 -2.176 -0.659 -0.413
H -0.360 -2.679 -0.094 0.347
H 0.842 -1.730 -0.024 -0.290
O -1.584 1.349 -1.978 -0.424
H -2.166 0.654 -1.615 0.136
H -1.913 2.144 -1.535 0.288
O 1.170 3.113 3.169 -0.715
H 0.626 2.310 3.193 0.532
H 0.646 3.715 2.628 0.272
O -1.913 -0.815 2.935 -0.663
N -1.716 0.418 2.880 0.690
O -0.620 0.883 3.235 -0.763
O -2.592 1.160 2.387 -0.649
O -3.067 -0.402 -0.434 0.324
P -4.149 -1.348 -0.823 -2.053
N -5.108 -1.654 0.480 0.736
C -6.198 -2.638 0.613 -0.205
C -7.105 -2.038 1.686 -0.869
C -6.132 -1.244 2.552 -0.717
C -5.220 -0.600 1.521 0.377
N -4.939 -0.695 -2.123 0.713
C -5.959 -1.422 -2.888 -0.278
C -6.501 -0.369 -3.850 -0.747
C -6.421 0.910 -3.018 -0.813
C -5.081 0.766 -2.304 -0.070
N -3.587 -2.814 -1.333 1.106
C -2.612 -2.785 -2.447 -0.764
C -2.161 -4.233 -2.515 -0.580
C -3.464 -4.993 -2.274 -0.847
C -4.202 -4.152 -1.224 -0.314
H -5.804 -3.602 0.941 0.232
H -6.734 -2.796 -0.324 0.205
H -7.666 -2.802 2.224 0.410
H -7.824 -1.358 1.221 0.317
H -5.548 -1.911 3.191 0.283
H -6.619 -0.508 3.190 0.429
H -4.239 -0.333 1.899 -0.406
H -5.691 0.302 1.108 0.218
H -6.769 -1.789 -2.244 0.129
H -5.521 -2.282 -3.403 0.123
H -7.505 -0.602 -4.202 0.398
H -5.847 -0.292 -4.721 0.312
H -7.233 0.931 -2.286 0.306
H -6.483 1.821 -3.612 0.406
H -5.043 1.290 -1.349 0.141
H -4.258 1.145 -2.914 0.196
H -1.802 -2.094 -2.219 0.130
H -3.096 -2.471 -3.381 0.411
H -1.443 -4.427 -1.715 0.121
H -1.683 -4.480 -3.462 0.453
H -3.316 -6.019 -1.939 0.408
H -4.050 -5.029 -3.195 0.332
H -4.051 -4.549 -0.218 0.200
H -5.275 -4.132 -1.422 0.200
O 1.849 -0.777 1.335 1.277
P 3.144 -1.442 1.692 -0.140
C 4.413 -1.226 0.438 0.603
C 5.773 -1.258 0.734 -0.373
C 6.711 -1.203 -0.287 -0.676
C 6.295 -1.107 -1.606 -0.739
C 4.940 -1.057 -1.906 -0.529
C 4.000 -1.125 -0.890 -0.367
C 3.766 -0.853 3.271 0.564
C 4.658 -1.597 4.042 -0.403
C 5.121 -1.089 5.246 -0.709
C 4.682 0.153 5.687 -0.668
C 3.775 0.885 4.933 -0.676
C 3.316 0.382 3.725 -0.524
C 2.862 -3.214 1.849 0.610
C 1.626 -3.587 2.381 -0.732
C 1.310 -4.929 2.516 -0.658
C 2.229 -5.899 2.133 -0.537
C 3.458 -5.532 1.608 -0.724
C 3.775 -4.187 1.463 -0.246
H 6.107 -1.311 1.764 0.357
H 7.767 -1.227 -0.045 0.450
H 7.025 -1.061 -2.405 0.405
H 4.610 -0.966 -2.933 0.452
H 2.944 -1.095 -1.133 0.348
H 4.976 -2.581 3.712 0.463
H 5.811 -1.671 5.844 0.425
H 5.037 0.547 6.631 0.407
H 3.410 1.843 5.283 0.542
H 2.589 0.936 3.146 0.400
H 0.911 -2.826 2.671 0.384
H 0.341 -5.213 2.907 0.448
H 1.979 -6.948 2.238 0.391
H 4.165 -6.293 1.300 0.419
H 4.725 -3.900 1.027 0.376
```

Summary:
Relative energy (zero: lowest compared OMol25 entry of this formula, charge and spin), kJ/mol: 0.0
DFT total energy, eV: -108285.41074
Largest force on an atom, hartree/bohr: 0.024
HOMO-LUMO gap, eV: 8.20
Spin multiplicity: 1

---

Entry 2:
This record from OMol25 describes a molecular structure, C51H47N8O3STaTe. The level of theory is ωB97M-V with the def2-TZVPD basis set.

The geometry in XYZ format:
```
112
Properties=species:S:1:pos:R:3:mulliken_charge:R:1
Ta 0.991 1.332 -0.133 2.087
O -0.448 4.705 -2.118 -0.650
C -0.174 3.938 -1.223 -0.013
N 0.949 3.123 -1.187 0.312
C 1.899 3.597 -2.180 -1.330
C 3.101 2.736 -2.195 0.772
C 4.144 3.033 -3.067 -1.081
C 5.251 2.220 -3.100 -0.647
C 5.286 1.136 -2.230 -1.217
C 4.218 0.917 -1.397 -0.396
N 3.102 1.683 -1.366 0.075
C -0.991 3.798 0.002 0.339
C -1.975 4.684 0.380 -0.981
C -2.574 4.484 1.615 -0.700
C -2.150 3.428 2.406 -1.122
C -1.160 2.581 1.940 -0.133
N -0.607 2.759 0.735 0.328
H 2.191 4.627 -1.946 0.827
H 1.449 3.642 -3.175 0.408
H 4.061 3.902 -3.704 0.555
H 6.073 2.425 -3.771 0.481
H 6.139 0.476 -2.183 0.516
H 4.282 0.110 -0.689 0.730
H -2.234 5.502 -0.277 0.635
H -3.344 5.158 1.968 0.503
H -2.569 3.260 3.388 0.572
H -0.766 1.766 2.531 0.674
C 5.600 0.857 4.261 -1.024
C 4.145 0.941 4.688 -0.417
N 3.337 1.804 3.817 -0.153
C 2.901 1.438 2.622 0.663
S 2.009 2.618 1.702 -0.772
N 3.171 0.228 2.175 -1.968
N 2.557 -0.022 0.997 1.494
C 2.894 -1.170 0.476 0.503
C 3.851 -2.135 1.070 -1.762
C 2.170 -1.430 -0.747 0.103
C 1.813 -3.996 -1.815 0.241
C 0.885 -4.230 -3.010 -1.096
C 0.200 -3.301 -3.684 -0.730
C 0.112 -1.820 -3.350 0.555
N 1.306 -0.572 -1.196 0.411
H 6.174 0.336 5.025 0.386
H 6.029 1.851 4.139 0.296
H 5.705 0.316 3.322 0.215
H 4.062 1.364 5.688 0.453
H 3.671 -0.041 4.702 0.206
H 3.119 2.736 4.129 0.263
H 4.732 -1.621 1.451 0.321
H 4.140 -2.881 0.331 0.524
H 3.390 -2.645 1.919 0.343
H 2.781 -4.423 -2.087 0.774
H 0.805 -5.257 -3.347 0.423
H -0.390 -3.625 -4.533 0.619
H -0.921 -1.486 -3.449 0.223
C -5.863 -0.356 1.522 -1.756
C -4.389 -0.229 1.259 0.144
C -3.451 -0.591 2.219 -0.445
C -2.077 -0.446 2.018 0.885
C -1.099 -0.826 3.095 0.071
O -0.080 -0.176 3.257 -0.660
C -1.351 -2.057 3.892 0.187
C -0.783 -2.129 5.163 -0.487
C -0.957 -3.265 5.934 -0.744
C -1.681 -4.339 5.431 -0.449
C -2.238 -4.278 4.161 -1.063
C -2.081 -3.133 3.395 0.031
C -1.671 0.073 0.795 -0.774
O -0.359 0.269 0.539 1.043
C -2.559 0.380 -0.234 -0.005
C -3.924 0.236 0.032 -0.698
C -2.097 0.813 -1.586 0.821
N -0.872 1.073 -1.889 1.161
C -0.621 1.477 -3.304 -1.506
C 0.785 1.182 -3.803 -0.880
Te 1.208 -0.675 -4.769 0.139
C 0.588 -1.751 -1.922 0.099
C 1.924 -2.497 -1.761 -0.808
C 1.362 -4.646 -0.536 -1.069
C 0.310 -4.262 0.182 -0.610
C -0.645 -3.211 -0.176 -0.147
C -0.546 -2.209 -1.048 -1.208
C -3.193 0.905 -2.600 -0.999
C -3.675 2.149 -2.988 0.031
C -4.692 2.228 -3.929 -1.023
C -5.216 1.070 -4.486 -0.614
C -4.736 -0.173 -4.095 -1.154
C -3.730 -0.257 -3.143 0.733
H -6.052 -0.762 2.513 0.430
H -6.336 -1.014 0.793 0.356
H -6.357 0.614 1.456 0.350
H -3.794 -0.979 3.171 0.559
H -0.211 -1.289 5.534 0.514
H -0.531 -3.317 6.926 0.441
H -1.815 -5.227 6.034 0.426
H -2.797 -5.118 3.773 0.458
H -2.522 -3.085 2.407 0.395
H -4.640 0.492 -0.738 0.760
H -0.785 2.558 -3.351 0.710
H -1.359 1.024 -3.965 0.611
H 1.507 1.269 -3.008 0.061
H 1.053 1.916 -4.565 0.680
H 2.527 -2.171 -2.621 0.498
H 1.942 -5.491 -0.185 0.473
H 0.079 -4.818 1.083 0.535
H -1.601 -3.284 0.333 0.571
H -1.430 -1.605 -1.180 -0.037
H -3.259 3.054 -2.560 0.475
H -5.072 3.195 -4.230 0.453
H -6.004 1.135 -5.224 0.427
H -5.150 -1.074 -4.525 0.474
H -3.372 -1.229 -2.818 0.500
```

Summary:
Relative energy (zero: lowest compared OMol25 entry of this formula, charge and spin), kJ/mol: 319.8
DFT total energy, eV: -91382.94594
Net charge: +2
Largest force on an atom, hartree/bohr: 0.041
HOMO-LUMO gap, eV: 6.48
Spin multiplicity: 1

---

Entry 3:
This record from OMol25 describes C4H7NO in the gas phase. The level of theory is ωB97M-V with the def2-TZVPD basis set.

The geometry in XYZ format:
```
13
Properties=species:S:1:pos:R:3:mulliken_charge:R:1
C -1.455 -1.173 0.021 -1.025
C -0.466 -0.278 0.011 1.076
C -0.742 1.192 -0.011 -1.468
N 0.879 -0.684 -0.012 -0.127
C 1.993 0.111 0.026 0.005
O 3.121 -0.329 0.001 -0.557
H -2.491 -0.866 0.015 0.252
H -1.258 -2.230 0.003 0.277
H -1.825 1.366 -0.051 0.314
H -0.263 1.679 -0.872 0.366
H -0.359 1.701 0.890 0.351
H 1.093 -1.670 -0.076 0.207
H 1.772 1.182 0.055 0.329
```

Summary:
Relative energy (zero: lowest compared OMol25 entry of this formula, charge and spin), kJ/mol: 76.9
DFT total energy, eV: -7798.84690
Largest force on an atom, hartree/bohr: 0.012
Structure (SMILES): C=C(C)NC=O
HOMO-LUMO gap, eV: 9.81
Spin multiplicity: 1

---

Entry 4:
This record from OMol25 describes a molecular structure, C12H13FN4O3S. The level of theory is ωB97M-V with the def2-TZVPD basis set.

The geometry in XYZ format:
```
34
Properties=species:S:1:pos:R:3:mulliken_charge:R:1
C 3.019 -0.376 0.515 -1.144
C 2.238 0.923 0.180 -0.570
C 1.051 0.717 -0.829 0.590
C 1.523 0.065 -2.156 -1.999
C -0.179 0.072 -0.158 0.990
C -0.539 -1.368 -0.188 -0.439
N 0.282 -2.335 -0.855 -0.408
C -1.673 -1.868 0.401 0.633
O -2.013 -3.209 0.342 -0.354
N -1.013 -4.020 0.940 0.131
O -0.858 -4.979 0.302 -0.281
C -2.605 -1.006 1.098 0.590
N -3.743 -1.308 1.682 -0.740
S -4.315 0.099 2.318 0.156
N -3.117 1.093 1.848 -0.654
C -2.214 0.408 1.156 1.127
C -1.020 0.926 0.537 -0.469
C -0.778 2.430 0.705 -1.553
C -1.514 3.175 -0.413 0.651
O -1.960 2.706 -1.409 -0.439
F -1.608 4.534 -0.216 -0.297
H 3.824 -0.545 -0.218 0.299
H 3.529 -0.204 1.484 0.364
H 2.389 -1.266 0.664 0.210
H 1.912 1.494 1.065 0.379
H 2.949 1.586 -0.359 0.393
H 0.738 1.746 -1.098 0.339
H 2.324 0.697 -2.579 0.440
H 2.001 -0.896 -1.899 0.390
H 0.715 -0.069 -2.891 0.385
H 0.291 -2.190 -1.856 0.250
H 1.215 -2.398 -0.472 0.219
H -1.153 2.711 1.703 0.593
H 0.300 2.653 0.657 0.217
```

Summary:
DFT total energy, eV: -38307.48719
Largest force on an atom, hartree/bohr: 0.040
HOMO-LUMO gap, eV: 8.10
Spin multiplicity: 1

---

Entry 5:
This record from OMol25 describes C4H9NO3 in the gas phase. The level of theory is ωB97M-V with the def2-TZVPD basis set.

The geometry in XYZ format:
```
17
Properties=species:S:1:pos:R:3:mulliken_charge:R:1
O 0.865 0.148 2.372 -0.623
C 0.490 0.366 1.256 0.277
C 0.977 -0.480 0.182 -0.773
C 0.060 -1.656 -0.259 0.115
O 0.803 -2.545 -1.096 -0.530
N -0.260 1.464 0.972 -0.148
C -0.810 1.715 -0.476 -0.325
O -2.057 1.150 -0.685 -0.520
H 1.885 -1.081 0.598 0.375
H 1.351 0.102 -0.659 0.444
H -0.879 -1.239 -0.785 -0.031
H -0.220 -2.167 0.679 0.280
H 1.825 -2.563 -0.775 0.346
H -0.416 2.191 1.648 0.251
H -0.103 1.326 -1.196 0.303
H -1.229 2.829 -0.536 0.248
H -2.282 0.441 -1.242 0.312
```

Summary:
Relative energy (zero: lowest compared OMol25 entry of this formula, charge and spin), kJ/mol: 263.0
DFT total energy, eV: -11924.81516
Largest force on an atom, hartree/bohr: 0.082
Structure (SMILES): O=C(CCO)NCO
HOMO-LUMO gap, eV: 10.43
Spin multiplicity: 1

---

Question: Which formula does entry 2 have?
Answer: C51H47N8O3STaTe

---

Repeat the fifth record exactly.
This record from OMol25 describes C4H9NO3 in the gas phase. The level of theory is ωB97M-V with the def2-TZVPD basis set.

The geometry in XYZ format:
```
17
Properties=species:S:1:pos:R:3:mulliken_charge:R:1
O 0.865 0.148 2.372 -0.623
C 0.490 0.366 1.256 0.277
C 0.977 -0.480 0.182 -0.773
C 0.060 -1.656 -0.259 0.115
O 0.803 -2.545 -1.096 -0.530
N -0.260 1.464 0.972 -0.148
C -0.810 1.715 -0.476 -0.325
O -2.057 1.150 -0.685 -0.520
H 1.885 -1.081 0.598 0.375
H 1.351 0.102 -0.659 0.444
H -0.879 -1.239 -0.785 -0.031
H -0.220 -2.167 0.679 0.280
H 1.825 -2.563 -0.775 0.346
H -0.416 2.191 1.648 0.251
H -0.103 1.326 -1.196 0.303
H -1.229 2.829 -0.536 0.248
H -2.282 0.441 -1.242 0.312
```

Summary:
Relative energy (zero: lowest compared OMol25 entry of this formula, charge and spin), kJ/mol: 263.0
DFT total energy, eV: -11924.81516
Largest force on an atom, hartree/bohr: 0.082
Structure (SMILES): O=C(CCO)NCO
HOMO-LUMO gap, eV: 10.43
Spin multiplicity: 1

---

Please write out number 3 again, unchanged.
This record from OMol25 describes C4H7NO in the gas phase. The level of theory is ωB97M-V with the def2-TZVPD basis set.

The geometry in XYZ format:
```
13
Properties=species:S:1:pos:R:3:mulliken_charge:R:1
C -1.455 -1.173 0.021 -1.025
C -0.466 -0.278 0.011 1.076
C -0.742 1.192 -0.011 -1.468
N 0.879 -0.684 -0.012 -0.127
C 1.993 0.111 0.026 0.005
O 3.121 -0.329 0.001 -0.557
H -2.491 -0.866 0.015 0.252
H -1.258 -2.230 0.003 0.277
H -1.825 1.366 -0.051 0.314
H -0.263 1.679 -0.872 0.366
H -0.359 1.701 0.890 0.351
H 1.093 -1.670 -0.076 0.207
H 1.772 1.182 0.055 0.329
```

Summary:
Relative energy (zero: lowest compared OMol25 entry of this formula, charge and spin), kJ/mol: 76.9
DFT total energy, eV: -7798.84690
Largest force on an atom, hartree/bohr: 0.012
Structure (SMILES): C=C(C)NC=O
HOMO-LUMO gap, eV: 9.81
Spin multiplicity: 1